Below is a structure of composition C33H46HgN3OP2Si, with properties calculated with ωB97M-V/def2-TZVPD.

Structure (XYZ):
```
87
Properties=species:S:1:pos:R:3:forces:R:3
Hg 2.08654 0.90819 -0.39458 0.16 0.10 0.03
C -0.86775 3.21879 -2.32385 -0.05 -0.10 0.10
P -1.05448 2.11302 -0.86513 -0.07 0.03 0.06
C -2.73355 1.41144 -1.27086 -0.12 0.04 -0.26
N -3.31947 1.91262 -2.33526 0.12 -0.01 0.17
C -4.41656 1.29389 -2.83609 -0.03 -0.17 0.05
C -5.03921 1.79876 -4.00069 -0.02 0.05 -0.04
C -6.11009 1.14156 -4.53649 0.02 0.02 0.00
C -6.60934 -0.03636 -3.93218 -0.01 -0.03 0.04
C -6.02837 -0.53778 -2.80181 -0.05 -0.02 -0.04
C -4.91449 0.12260 -2.23484 0.07 0.12 -0.12
N -4.31968 -0.38117 -1.12533 0.10 -0.06 0.25
C -3.27552 0.23244 -0.62735 -0.02 0.03 -0.12
P -2.49023 -0.45512 0.91729 -0.26 -0.18 0.11
C -2.35912 -2.22308 0.41350 0.07 0.17 -0.04
C -3.96528 -0.55111 2.12355 0.07 0.07 -0.16
C -5.00076 -1.63841 1.82687 0.08 0.04 0.04
C -4.67692 0.80439 2.16050 0.04 -0.03 -0.09
C -3.32474 -0.82539 3.48824 0.06 0.04 0.02
C -1.35563 3.39844 0.49162 0.00 -0.14 0.03
C -0.33920 4.52548 0.27774 -0.01 0.01 -0.01
C -2.77585 3.95821 0.45495 0.06 0.02 0.02
C -1.05364 2.75543 1.84872 0.00 0.10 -0.04
H 0.13121 3.65500 -2.29912 -0.02 -0.01 0.01
H -1.62356 4.00262 -2.35142 0.01 0.02 -0.05
H -0.96816 2.62027 -3.22447 0.01 -0.06 -0.07
H -4.63870 2.70315 -4.44305 0.00 -0.05 0.01
H -6.58513 1.51823 -5.43370 0.01 0.01 0.02
H -7.46240 -0.53900 -4.37082 0.02 0.01 0.00
H -6.39897 -1.43357 -2.31890 0.04 0.01 0.00
H -3.24822 -2.54187 -0.12743 -0.04 -0.07 0.02
H -2.21636 -2.83601 1.30528 -0.04 0.00 -0.02
H -1.47602 -2.34970 -0.21078 0.07 0.05 -0.03
H -5.38833 -1.55160 0.81503 -0.04 -0.01 -0.06
H -5.83613 -1.53180 2.52776 0.04 -0.02 -0.01
H -4.58863 -2.63966 1.96108 0.01 0.00 -0.04
H -5.15706 1.02418 1.20321 0.00 0.01 0.05
H -3.99424 1.62050 2.40094 0.06 0.03 0.00
H -5.45608 0.78747 2.92856 0.03 0.00 -0.01
H -2.79556 -1.78300 3.49406 -0.01 0.02 0.02
H -4.09493 -0.86629 4.26514 0.01 -0.01 -0.03
H -2.60758 -0.04466 3.75646 -0.04 -0.03 0.01
H -0.59297 5.14829 -0.58009 0.03 0.00 0.02
H 0.66947 4.12710 0.13493 0.00 0.04 0.02
H -0.32220 5.16461 1.16557 -0.02 -0.02 -0.02
H -3.04061 4.31882 -0.54213 -0.01 0.00 0.03
H -2.86101 4.79811 1.15278 -0.01 -0.02 -0.01
H -3.50830 3.20233 0.74563 0.00 0.02 -0.02
H 0.00124 2.47697 1.91347 -0.03 -0.01 0.01
H -1.63424 1.85147 2.00616 -0.06 -0.05 0.07
H -1.27696 3.46069 2.65648 0.03 0.01 -0.04
C 1.10737 -0.41607 2.97071 0.02 -0.02 0.02
Si 1.66500 -2.00870 2.16626 0.03 0.08 0.54
C 3.50819 -2.23768 2.46017 -0.04 0.01 -0.14
C 0.72185 -3.42157 2.98362 -0.03 0.03 -0.17
N 1.28178 -1.88521 0.47540 -0.04 -0.19 -0.40
C 1.48355 -2.76349 -0.48856 -0.09 0.03 0.24
C 2.07390 -4.05821 -0.30829 0.01 0.01 0.00
C 2.18918 -4.95926 -1.33299 0.08 -0.03 0.02
C 1.74993 -4.61623 -2.61730 -0.04 0.07 0.03
C 1.19535 -3.36614 -2.86236 0.00 0.02 -0.02
C 1.05219 -2.45418 -1.83072 -0.01 0.10 -0.10
O 0.54801 -1.20641 -2.00200 -0.12 -0.26 0.07
C -0.16798 -0.90478 -3.14826 -0.04 0.05 -0.11
C -1.39049 -1.50681 -3.41252 -0.06 -0.06 0.17
C -2.11216 -1.11159 -4.52769 -0.02 0.07 -0.05
C -1.61360 -0.13017 -5.37677 -0.02 0.01 0.02
C -0.38980 0.46176 -5.10060 -0.07 -0.01 -0.03
C 0.33575 0.07754 -3.98094 0.14 0.03 0.04
H 1.14779 -0.50159 4.06223 -0.01 0.00 -0.07
H 0.07908 -0.17997 2.67768 0.07 -0.01 0.00
H 1.74380 0.42375 2.67710 -0.05 -0.03 0.00
H 3.74307 -2.10526 3.52007 -0.03 0.00 -0.04
H 4.07491 -1.49341 1.89277 -0.01 -0.04 0.04
H 3.85865 -3.22832 2.15859 0.01 0.06 0.02
H 0.97545 -3.47307 4.04635 -0.01 0.02 -0.04
H 0.94585 -4.39317 2.53565 -0.03 0.04 0.03
H -0.35718 -3.25516 2.90450 0.07 -0.03 0.02
H 2.42275 -4.31508 0.68386 -0.01 0.00 -0.03
H 2.63617 -5.92965 -1.15431 -0.04 0.03 -0.01
H 1.84308 -5.32461 -3.43054 0.02 0.03 0.01
H 0.88379 -3.09780 -3.86167 -0.05 0.00 -0.02
H -1.77748 -2.27138 -2.74825 0.04 0.04 0.02
H -3.07442 -1.56518 -4.73127 0.01 -0.01 0.02
H -2.18258 0.17649 -6.24570 0.01 -0.01 0.03
H -0.00038 1.22844 -5.75860 0.02 0.00 0.04
H 1.28848 0.53021 -3.73242 -0.03 0.01 -0.03
```
Positions in Å, forces in eV/Å.

As for the electronic energy: -2650.24211 a.u. The expectation value of S² is 0.792. The frontier orbital gap (spin up / spin down) is 7.0 / 5.9 eV. Its total charge is 0. Its multiplicity is 2. The LUMO energy (spin up / spin down) is -0.0102 / -0.0523 Eh.